No. 1
{
  "formula": "C13H9BrCl4N5O4V",
  "method": "ωB97M-V/def2-TZVPD",
  "symbols": ["Br", "V", "Cl", "Cl", "Cl", "Cl", "O", "O", "O", "O", "N", "N", "N", "N", "N", "C", "C", "C", "C", "C", "C", "C", "C", "C", "C", "C", "C", "C", "H", "H", "H", "H", "H", "H", "H", "H", "H"],
  "xyz": [[-0.932, -6.274, -1.319], [0.579, 0.116, -0.076], [4.926, 1.037, -1.089], [2.448, 5.789, -0.534], [-0.355, 4.326, -0.663], [5.047, 4.165, -0.960], [-0.051, 1.382, -1.131], [2.083, 0.027, -1.074], [1.189, -0.174, 1.620], [0.064, 0.311, 3.441], [-2.479, 0.641, 3.012], [0.138, 0.144, 2.218], [-3.049, 0.386, 0.775], [-2.694, 0.153, -0.551], [-0.847, 0.302, 1.363], [-0.213, -2.212, -1.716], [2.256, 1.303, -1.069], [0.026, -1.772, -0.414], [-0.539, -4.449, -0.958], [-2.104, 0.446, 1.738], [-0.045, -2.722, 0.608], [-0.492, -3.539, -2.000], [3.535, 3.356, -0.954], [1.121, 3.462, -0.869], [-0.328, -4.053, 0.350], [2.353, 4.097, -0.819], [3.489, 1.972, -1.061], [1.044, 2.073, -1.042], [-1.735, 0.578, 3.708], [-3.991, 0.689, 1.012], [0.139, -2.437, 1.639], [-0.367, -4.775, 1.154], [-0.169, -1.497, -2.533], [-3.435, 0.503, 3.289], [-3.341, -0.496, -0.984], [-0.652, -3.871, -3.017], [-2.618, 1.012, -1.092]],
  "mulliken_charge": [-0.22, -0.31, -0.18, -0.20, -0.19, -0.19, -0.80, -0.60, -0.57, -0.85, -0.38, 1.25, -0.19, -0.41, -0.25, -0.24, 0.78, 0.68, 0.15, 0.65, -0.04, -0.67, 0.32, -0.03, -0.78, 0.16, 0.04, 0.37, 0.24, 0.18, 0.35, 0.42, 0.39, 0.20, 0.26, 0.42, 0.24],
  "orbital_gap_ev": [6.176, 7.301],
  "homo_energy_ev": [-7.6658, -8.1687],
  "e_lumo_ev": [-1.49, -0.87],
  "spin_multiplicity": 3
}

---

No. 2
{
  "formula": "C14H10Cl2N2O2S2",
  "method": "ωB97M-V/def2-TZVPD",
  "symbols": ["Cl", "Cl", "S", "S", "O", "O", "N", "N", "C", "C", "C", "C", "C", "C", "C", "C", "C", "C", "C", "C", "C", "C", "H", "H", "H", "H", "H", "H", "H", "H", "H", "H"],
  "xyz": [[-1.756, 2.904, 1.571], [0.117, 1.212, 3.644], [3.058, 0.297, 0.945], [-1.026, -2.308, -1.536], [-1.444, -2.469, -2.971], [-0.522, -3.528, -1.023], [3.823, 3.067, 0.770], [2.621, 2.266, -0.922], [-2.160, 0.315, 0.525], [-1.655, -1.729, 1.600], [3.188, 1.947, 0.160], [0.172, -0.985, -1.504], [-0.974, -0.959, 2.518], [-2.569, -1.839, -0.679], [0.767, 1.273, -2.102], [1.093, -1.068, -0.468], [-2.155, -1.059, 0.503], [-1.616, 1.145, 1.528], [-0.073, 0.167, -2.259], [1.890, 0.065, -0.321], [1.770, 1.158, -1.169], [-0.969, 0.406, 2.535], [0.587, 2.156, -2.641], [-3.188, -2.747, -0.489], [4.640, 2.864, 1.288], [3.935, 3.820, 0.100], [-1.560, -2.905, 1.635], [-0.801, 0.234, -3.031], [-0.442, -1.420, 3.314], [-3.214, -1.173, -1.336], [1.126, -1.944, 0.115], [-2.662, 0.836, -0.296]],
  "mulliken_charge": [-0.19, -0.18, -0.17, 1.35, -0.79, -0.69, -0.48, -0.59, -0.12, -0.15, 0.58, -0.04, -0.74, -1.07, -0.72, -0.66, 0.55, -0.38, -0.67, 0.86, -0.32, 0.56, 0.56, 0.47, 0.25, 0.27, 0.22, 0.50, 0.44, 0.39, 0.66, 0.31],
  "orbital_gap_ev": 9.300,
  "smiles": "Nc1nc2ccc(S(=O)(=O)Cc3ccc(Cl)c(Cl)c3)cc2s1",
  "homo_energy_ev": -9.0186,
  "e_lumo_ev": 0.28
}

---

In eV, the energy above the lowest of the compared OMol25 structures with the same formula, charge and spin values for the records above are, in order, 1.3765 1.1784.